{
  "formula": "C47H44BCo2O7P",
  "method": "ωB97M-V with the def2-TZVPD basis set",
  "charge": 2,
  "e_tot_ev": -148983.8466,
  "species": ["C", "C", "C", "O", "B", "C", "C", "C", "C", "C", "C", "C", "C", "C", "O", "C", "C", "C", "H", "H", "H", "H", "H", "H", "H", "H", "H", "H", "H", "H", "H", "H", "H", "H", "H", "H", "H", "H", "H", "H", "O", "C", "Co", "C", "O", "C", "O", "C", "C", "C", "C", "C", "C", "C", "C", "C", "Co", "C", "O", "C", "O", "P", "C", "C", "C", "C", "C", "C", "C", "C", "C", "C", "C", "C", "C", "C", "C", "C", "C", "C", "H", "H", "H", "H", "H", "H", "H", "H", "H", "H", "H", "H", "H", "H", "H", "H", "H", "H", "H", "H", "H", "H"],
  "coordinates": [[-3.906418, -6.712916, -0.253302], [-2.684699, -7.508139, 0.196541], [-2.949130, -8.985124, -0.063880], [-1.573568, -7.060980, -0.543059], [-0.806009, -6.170865, 0.318805], [0.653806, -6.916575, 0.540505], [1.361745, -6.657753, 1.709687], [2.515213, -7.397991, 2.022227], [2.962641, -8.390951, 1.148628], [2.258136, -8.638776, -0.029099], [1.104699, -7.893948, -0.341901], [-0.632092, -4.612715, -0.355069], [0.471242, -3.729629, 0.083257], [0.468499, -2.373482, 0.044326], [-1.423550, -6.086757, 1.631075], [-2.292234, -7.191892, 1.732459], [-3.485628, -6.825234, 2.597438], [-1.578425, -8.376628, 2.378551], [-4.816618, -7.100993, 0.218056], [-3.796469, -5.648926, -0.008425], [-4.018505, -6.812331, -1.338722], [-3.828177, -9.307048, 0.512839], [-3.166965, -9.148097, -1.127006], [-2.095124, -9.613474, 0.215680], [1.012003, -5.889011, 2.400805], [3.042313, -7.177998, 2.951733], [3.852956, -8.978364, 1.395567], [2.587495, -9.412709, -0.725221], [0.564703, -8.102300, -1.267176], [-0.526537, -4.839242, -1.431900], [-1.589834, -4.090957, -0.198262], [1.355053, -4.273449, 0.426281], [1.344456, -1.808161, 0.349533], [-0.422412, -1.823669, -0.250962], [-4.177971, -7.673512, 2.662185], [-3.142285, -6.590068, 3.609377], [-4.019873, -5.960411, 2.195318], [-2.301327, -9.175022, 2.597667], [-0.780888, -8.778847, 1.740020], [-1.130407, -8.057028, 3.327245], [0.205727, 0.160380, 2.153475], [1.021628, 0.951378, 2.399504], [2.234880, 2.151890, 2.821552], [1.939606, 2.198285, 4.551597], [1.731681, 2.130621, 5.687172], [3.828052, 1.406770, 2.775160], [4.870910, 0.897380, 2.761965], [2.268239, 3.336148, 1.169208], [1.924055, 2.642193, -0.018928], [2.581504, 1.832576, -0.892945], [2.110580, 1.490390, -2.206539], [3.064161, 0.979893, -3.126935], [2.653947, 0.499674, -4.356354], [1.296116, 0.507792, -4.705376], [0.368528, 1.139199, -3.867261], [0.769848, 1.651465, -2.635232], [0.500810, 3.347155, 0.804853], [-0.816764, 2.369735, 0.159740], [-1.713756, 1.710109, -0.187906], [-0.304872, 3.637240, 2.339213], [-0.915341, 3.794299, 3.313330], [0.078696, 5.292312, -0.091440], [-1.387160, 5.297423, -1.212164], [-1.349997, 5.694036, -2.558827], [-2.511431, 5.634163, -3.337168], [-3.716727, 5.192629, -2.776880], [-3.758750, 4.807548, -1.433027], [-2.597386, 4.841238, -0.658221], [-0.350648, 6.607229, 1.133927], [-1.389750, 7.531125, 0.935485], [-1.629515, 8.530068, 1.885926], [-0.829780, 8.625552, 3.029026], [0.209196, 7.707245, 3.230365], [0.431732, 6.685871, 2.299369], [1.410833, 6.094435, -1.085386], [1.958125, 7.343720, -0.751662], [2.954328, 7.912166, -1.549306], [3.422029, 7.233320, -2.684730], [2.899856, 5.970747, -3.003421], [1.927014, 5.387875, -2.186850], [3.003006, 4.151097, 1.154632], [3.625776, 1.573892, -0.643587], [4.115058, 0.963064, -2.816928], [3.386899, 0.098796, -5.055261], [0.972573, 0.077569, -5.654985], [-0.665333, 1.231258, -4.180082], [0.047793, 2.151423, -1.987286], [-0.421617, 6.064166, -2.995845], [-2.473784, 5.941969, -4.382309], [-4.623558, 5.157594, -3.385692], [-4.696615, 4.477980, -0.979271], [-2.637397, 4.533546, 0.390814], [-2.014311, 7.471904, 0.044820], [-2.444597, 9.238488, 1.725356], [-1.010524, 9.419463, 3.761467], [0.847535, 7.780383, 4.112716], [1.230191, 5.957626, 2.473359], [1.594745, 7.875659, 0.126905], [3.362635, 8.889386, -1.288076], [4.192607, 7.688845, -3.314278], [3.248969, 5.444091, -3.895802], [1.559890, 4.380510, -2.406748]],
  "forces_ev_per_a": [[0.02, 0.43, -0.41], [-1.17, -0.61, 1.58], [0.14, -0.29, -0.11], [1.80, 2.11, 1.42], [-4.16, -1.50, 0.85], [3.14, -0.79, 0.40], [-0.11, 0.44, 0.32], [-0.30, 0.08, -0.43], [-0.14, 0.02, 0.06], [-0.19, 0.37, 0.19], [-0.29, -0.08, -0.57], [0.47, 2.14, -1.48], [0.56, 0.12, 0.59], [-0.48, -1.32, 0.42], [1.85, 0.00, -2.41], [-1.76, -1.28, -0.71], [-0.21, 0.17, 0.05], [0.59, -0.03, 0.26], [0.27, 0.09, -0.04], [-0.11, -0.18, -0.09], [0.01, 0.04, 0.19], [0.27, 0.09, -0.14], [0.04, 0.09, 0.24], [-0.25, 0.15, -0.14], [0.16, -0.26, -0.13], [-0.17, -0.08, -0.28], [-0.36, 0.25, -0.13], [-0.14, 0.27, 0.19], [0.22, 0.03, 0.32], [0.04, -0.48, 0.52], [0.03, -0.65, 0.04], [0.09, 0.42, -0.31], [-0.09, -0.14, -0.26], [0.17, -0.01, -0.01], [0.14, 0.20, -0.04], [-0.05, -0.03, -0.14], [0.07, -0.13, 0.17], [0.19, 0.30, -0.12], [-0.20, 0.09, 0.24], [-0.07, -0.08, -0.16], [2.50, 1.48, 0.66], [-3.58, -1.32, -0.68], [-1.08, 2.20, -1.74], [-1.06, -1.79, 5.31], [0.63, 0.73, -3.34], [5.03, -0.97, -0.30], [-3.37, 1.19, 0.04], [2.22, -0.93, -0.68], [3.48, -0.41, -1.66], [-0.47, 1.73, 1.20], [-0.17, -0.66, -1.43], [-0.58, 0.14, 0.73], [-0.28, -0.20, -0.35], [0.13, 0.35, 0.06], [0.41, -0.09, 0.02], [0.56, -0.29, 0.05], [-1.63, -1.12, 1.68], [-4.56, -2.81, -2.32], [3.22, 2.13, 1.29], [-2.94, 2.19, 3.91], [1.87, -0.75, -2.59], [-0.24, 1.90, -0.58], [-0.04, -0.61, 0.11], [-0.03, -0.02, 0.17], [-0.10, -0.07, 0.30], [0.30, 0.09, 0.04], [0.14, -0.02, 0.12], [-0.05, 0.14, -0.30], [0.06, -0.40, 0.42], [0.18, -0.07, 0.10], [0.17, -0.14, 0.01], [0.11, -0.13, -0.14], [-0.10, -0.14, -0.21], [-0.16, 0.39, 0.03], [0.50, -0.64, 0.14], [-0.21, -0.08, -0.05], [0.02, -0.31, -0.25], [-0.31, -0.06, 0.27], [-0.01, 0.13, 0.13], [0.03, 0.15, -0.02], [0.05, -0.46, 0.20], [-0.52, 0.16, -0.19], [-0.39, -0.11, -0.23], [-0.17, 0.05, 0.17], [0.12, 0.19, 0.28], [0.05, -0.02, 0.04], [0.28, -0.23, -0.37], [-0.30, -0.14, 0.11], [-0.01, -0.08, 0.30], [0.33, 0.01, 0.22], [0.31, 0.10, -0.20], [-0.05, 0.11, -0.29], [0.17, 0.04, 0.22], [0.27, -0.23, 0.05], [0.07, -0.36, -0.31], [-0.24, -0.02, -0.25], [-0.20, 0.27, -0.07], [0.11, -0.06, -0.26], [-0.12, -0.30, -0.07], [-0.32, -0.20, 0.24], [-0.08, 0.13, 0.39], [0.10, 0.32, -0.05]]
}